Entry 1:
ORCA calculation (ωB97M-V with the def2-TZVPD basis set) on a molecular structure, F2NO12P2S2Tl.

- ΔE to the lowest compared entry with this formula, charge and spin (kcal per mole) = 71.84
- LUMO (eV) = 6.0
- frontier orbital gap (eV) = 1.57
- net charge = -4

Structure (XYZ):
```
20
Properties=species:S:1:pos:R:3:forces:R:3:lowdin_charge:R:1
Tl -5.2570 -33.1691 -19.7213 0.2418 -0.0756 0.0644 0.02
N -8.8073 -37.3840 -20.7058 1.1348 -2.3431 -3.7993 -0.27
S -10.2862 -37.6286 -20.4112 -3.8360 -0.9559 3.9338 0.48
O -10.7156 -39.0731 -20.2178 0.5071 3.8748 -1.4942 -0.36
O -11.1574 -36.5808 -20.9498 0.4539 -2.1892 0.7246 -0.32
F -10.0678 -37.2299 -18.8833 -0.9548 0.4650 0.5803 -0.22
S -8.7201 -38.2913 -22.1033 4.2673 -0.8215 -1.2356 0.53
O -9.7529 -38.2420 -23.0943 -1.0903 -0.2889 0.8253 -0.31
O -7.9901 -39.5611 -21.9674 -1.4533 2.3285 0.1819 -0.31
F -7.7048 -37.2945 -22.8121 0.7526 -0.1727 0.1979 -0.21
P -3.4631 -27.6569 -15.1301 1.6512 1.0838 -1.6814 -0.16
O -3.3113 -28.9360 -15.9216 -1.2914 1.7640 0.3077 -0.39
O -4.4143 -27.3501 -14.0075 -3.2657 -1.5175 2.2610 -0.23
O -3.4851 -26.1741 -15.6270 -0.2811 -0.3889 -2.9114 -0.33
O -2.3067 -27.4233 -14.1790 3.0978 -0.6604 2.1409 -0.21
P 0.0599 -35.9140 -18.6840 1.4648 -0.5402 0.5847 -0.14
O 0.3035 -35.7884 -17.1257 -0.0210 -0.3965 -1.3308 -0.38
O -1.1376 -36.7715 -19.0702 -0.7508 0.0166 0.1055 -0.38
O 1.2801 -36.5746 -19.4134 -0.5604 0.8572 0.8386 -0.46
O -0.1914 -34.4305 -19.0340 -0.0664 -0.0393 -0.2939 -0.33
```
Positions in Å, forces in eV/Å.



Entry 2:
ORCA calculation (ωB97M-V with the def2-TZVPD basis set) on C9H19N3O3 in the gas phase.

- ΔE to the lowest compared entry with this formula, charge and spin (kcal per mole) = 0.00
- LUMO (eV) = 0.4
- frontier orbital gap (eV) = 9.81

Structure (XYZ):
```
34
Properties=species:S:1:pos:R:3:forces:R:3:lowdin_charge:R:1
C 2.9223 -0.6425 -0.4499 -0.3611 0.0321 -0.7443 -0.35
C 1.9539 -0.8030 0.7233 -0.1839 -0.3239 0.7831 -0.43
C 3.9036 -1.7979 -0.5068 -0.2409 -0.3493 -0.8464 -0.06
C 0.3086 0.9120 -0.2390 0.1860 0.3124 0.1303 -0.22
C 0.5394 2.3807 0.1954 -1.1877 0.2451 0.0969 -0.48
C -1.1617 0.6278 -0.5449 -0.0256 1.0320 0.5206 -0.14
C -2.0820 0.5748 0.6760 0.0936 -0.6099 -0.1732 -0.21
C -3.5695 0.5149 0.3177 0.0045 0.2586 -0.1514 -0.20
C -3.9733 -0.7122 -0.5097 -0.4539 -0.0501 0.1990 -0.31
H 4.1582 0.6486 0.5098 0.6326 -0.0046 0.6566 0.10
H 4.1209 0.8925 -1.0973 0.1376 0.0249 -0.0262 0.10
H 2.3521 -0.6038 -1.4075 0.2707 -0.0388 0.6376 0.15
H 3.3813 -2.7504 -0.6854 0.1298 0.3151 0.1570 0.09
H 4.6284 -1.6717 -1.3266 -0.2623 0.1264 0.2235 0.09
H 4.4344 -1.8755 0.4189 0.3233 -0.1108 0.5879 0.07
H 0.2950 -0.1355 1.5890 -0.1927 -0.0407 0.3738 0.14
H 0.8889 0.7984 -1.1588 -0.0552 -0.1110 0.0563 0.14
H -1.5309 1.4057 -1.2215 0.1255 -0.0925 0.0122 0.13
H -1.1813 -0.2990 -1.0543 -0.1566 -1.0884 -0.7030 0.10
H -1.9056 1.4411 1.2826 0.0743 0.5309 0.3608 0.10
H -1.8168 -0.3031 1.2874 -0.1644 0.1370 -0.0770 0.10
H -3.8432 1.4261 -0.2498 0.1370 -0.3126 0.2182 0.12
H -4.1513 0.5520 1.2545 0.0874 -0.1190 -0.3014 0.11
H -3.4919 -0.7160 -1.4836 0.2227 0.1215 -0.1217 0.10
H -5.0472 -0.6504 -0.7356 0.1786 -0.0153 0.1267 0.11
H -4.1661 -2.0417 1.0377 0.4901 -0.0796 -0.6296 0.07
H -2.6881 -2.1430 0.2418 -1.3792 0.0860 -0.0016 0.07
H 2.4296 2.0107 0.1652 0.0924 -0.3306 -0.0591 0.05
N 3.5589 0.6751 -0.2857 -0.6446 0.0601 -0.5888 0.06
N 0.8423 -0.0077 0.7615 0.4307 -0.1192 -0.6398 0.13
N -3.7198 -2.0167 0.1066 0.8922 0.0467 0.6660 -0.02
O 2.1987 -1.5734 1.6481 -0.1227 0.5282 -0.7280 0.06
O -0.3824 3.1614 0.3236 0.8699 -0.5334 -0.1048 0.10
O 1.7950 2.7217 0.4173 0.0520 0.4728 0.0899 0.11
```
Positions in Å, forces in eV/Å.



Entry 3:
ORCA calculation (ωB97M-V with the def2-TZVPD basis set) on C17H23N3O6 in the gas phase.

- ΔE to the lowest compared entry with this formula, charge and spin (kcal per mole) = 0.00
- LUMO (eV) = 0.4
- frontier orbital gap (eV) = 9.14

Structure (XYZ):
```
49
Properties=species:S:1:pos:R:3:forces:R:3:lowdin_charge:R:1
O -1.6080 -0.4783 2.5907 -0.6631 -1.9982 0.4841 0.07
O 2.9440 1.1956 4.9446 -0.2695 0.5959 -1.0445 0.09
O 1.6801 -3.4736 -0.6193 -0.9046 -2.0532 0.1934 0.08
O 1.9389 0.9103 -0.2593 -0.7548 0.0485 0.1255 0.05
O 2.5540 3.2241 5.7603 0.0413 -1.4098 -1.3338 0.05
O -4.6051 0.7709 -4.4765 -0.0213 0.7440 -0.2810 0.02
C -1.7075 0.6407 2.1728 -3.0623 0.2108 -0.2204 -0.58
C 2.4325 2.2743 4.7257 0.5343 -0.4244 2.2031 -0.47
C 1.8839 -2.4305 -1.1685 -0.0345 1.5172 1.4151 -0.51
C 0.9740 0.4139 0.3286 2.2037 -0.8558 -0.2562 -0.39
C -2.6099 -0.3508 -4.6293 0.9828 -0.1060 -1.6046 -0.03
C -3.5333 0.0719 -2.4117 2.3864 -2.0562 0.8694 0.02
C -1.5351 -1.0607 -4.1364 -0.3071 -0.7376 -0.1601 -0.05
C -2.4646 -0.8474 -1.8937 -1.0979 2.6820 -4.1561 0.01
C -3.5192 0.2724 -3.7954 -1.7940 -0.9123 0.4308 -0.34
C -1.4458 -1.3223 -2.7772 -1.1060 -0.4637 2.6258 -0.21
N 3.1088 -1.9437 -1.3558 1.5310 0.6645 -0.3435 0.03
N 0.3392 -0.6641 -0.1646 0.0148 -1.2757 -1.7534 0.17
N -0.6495 1.3355 1.8862 0.2258 4.4182 -1.5028 0.07
C -3.0300 1.4636 1.9830 0.3013 -0.0858 0.5344 0.01
C 4.3697 -2.6575 -0.9646 -1.2296 -0.5446 0.5980 -0.04
C 1.4806 2.5928 3.6185 -0.8145 -1.1856 -0.3148 -0.07
C -0.3705 -2.2344 -2.1542 0.3090 2.3708 -0.9709 -0.08
C 1.6754 1.8588 2.2443 0.1454 2.1710 -0.1653 -0.11
C 0.7506 -1.4152 -1.4663 -0.8692 -0.7308 2.2368 -0.14
C 0.6485 0.8297 1.7835 1.0992 1.0240 -0.2349 -0.24
H 3.0428 2.6533 6.4036 -0.3431 0.8641 -0.2876 0.12
H -5.4210 0.8226 -3.9672 0.3835 -0.0497 0.3389 0.10
H -2.7476 -0.3790 -5.7466 -0.1240 0.4579 1.4143 0.14
H -4.3457 0.4582 -1.7535 0.7915 -0.3827 -0.6537 0.11
H -0.9307 -1.6380 -4.8487 0.0730 0.5044 0.3820 0.12
H -2.4578 -1.1448 -0.9022 -0.0754 -0.3887 1.8448 0.07
H 3.0587 -0.9393 -1.4783 0.8751 -0.0610 -0.0626 0.12
H -0.3950 -1.0640 0.3640 -0.6141 -0.4867 0.6975 0.11
H -0.8205 2.2975 1.5350 0.3767 -1.1186 0.2750 0.18
H -3.1637 1.9127 2.9912 0.0949 0.4994 -0.8049 0.09
H -3.9558 0.8904 1.8859 0.5246 -0.4517 -0.2783 0.07
H -2.9683 2.1887 1.1190 0.0111 -0.5648 1.2480 0.09
H 4.7229 -3.2572 -1.8103 0.0318 0.2446 0.1039 0.07
H 5.1477 -1.9424 -0.6537 -0.5075 -0.2530 -0.1453 0.08
H 4.1415 -3.4056 -0.1299 0.2135 1.2648 -1.0229 0.10
H 0.5620 2.1351 4.0201 -0.1245 0.5891 0.2040 0.13
H 1.3297 3.6615 3.4862 0.0222 -0.0823 0.1810 0.12
H -0.6960 -2.9928 -1.4840 -0.6602 -0.4971 0.5815 0.11
H 0.1152 -2.7393 -2.9795 0.2720 -0.2839 -0.1527 0.12
H 1.6635 2.7254 1.5309 0.3316 -1.1084 0.1331 0.13
H 2.6273 1.3774 2.2227 0.7774 -0.0806 -0.1896 0.11
H 1.1006 -0.6197 -2.0313 0.6270 1.2499 -1.6093 0.11
H 0.6884 0.0233 2.4615 0.1965 -1.4724 0.4287 0.15
```
Positions in Å, forces in eV/Å.



Entry 4:
ORCA calculation (ωB97M-V with the def2-TZVPD basis set) on C5H8O in the gas phase.

- ΔE to the lowest compared entry with this formula, charge and spin (kcal per mole) = 156.42
- LUMO (eV) = 1.0
- frontier orbital gap (eV) = 10.27

Structure (XYZ):
```
14
Properties=species:S:1:pos:R:3:forces:R:3:lowdin_charge:R:1
C -0.2024 -0.3936 -1.3677 -1.7546 -0.5244 0.1417 -0.14
C 1.1025 -0.5186 0.6884 0.4286 -6.5004 0.3108 -0.15
C 0.2858 0.6292 0.6608 -0.2896 3.6207 -1.7856 -0.28
C -1.0704 1.4292 0.7898 -0.2342 -1.5941 3.5895 0.00
C -0.8945 0.1880 -0.0222 -3.2037 -1.3479 -1.7077 -0.31
H 0.2823 0.5118 -1.9740 -1.0704 -2.1500 0.7835 0.14
H -0.8895 -1.2047 -2.0361 2.0644 2.5228 1.7552 0.17
H 2.2137 -0.5664 0.6713 -0.7856 0.8181 0.4069 0.12
H 0.6758 -1.5575 1.1259 1.2226 2.9948 1.4191 0.18
H 0.5140 1.2031 -0.3279 1.9775 -0.1379 2.3331 0.14
H -1.7282 1.3084 1.8047 1.5500 0.4479 -2.8221 0.16
H -0.7051 2.3798 0.5298 -0.8585 1.3898 -0.4430 0.07
H -1.4918 -0.5791 0.5130 0.5494 -0.0188 -0.6190 0.14
O 0.7254 -1.1875 -0.6002 0.4043 0.4794 -3.3623 -0.24
```
Positions in Å, forces in eV/Å.